w) This record from the Open Molecules 2025 dataset describes 14 unconnected molecules or ions with the total composition H28O14. The level of theory is ωB97M-V with the def2-TZVPD basis set.

Each line ends with the Mulliken charge.
Atoms and positions in Å:
H1 -1.507 -0.968 -0.304  0.272
H2 -0.199 -0.144 -0.307  -0.028
H3 1.331 2.497 1.883  0.307
H4 2.647 1.917 2.377  0.231
H5 4.162 -2.398 -1.922  0.294
H6 2.747 -2.808 -1.614  0.305
H7 1.071 -3.633 0.149  0.383
H8 2.113 -2.533 0.317  0.174
H9 0.037 3.947 -1.963  0.331
H10 0.813 3.266 -0.980  0.236
H11 -5.355 -0.411 -0.100  0.300
H12 -6.778 -0.782 -0.709  0.317
H13 -2.456 1.873 -0.817  0.255
H14 -2.905 3.120 -0.097  0.288
H15 -2.392 0.101 2.945  0.285
H16 -3.654 -0.585 2.569  0.317
H17 1.033 -0.703 -1.336  0.276
H18 1.905 -0.793 -2.482  0.327
H19 -0.448 -3.173 1.215  0.413
H20 -0.565 -3.569 -0.363  0.292
H21 3.484 -1.086 2.040  0.267
H22 4.128 -0.098 1.050  0.277
H23 0.981 0.361 1.399  0.258
H24 -0.265 -0.349 1.931  0.287
H25 -3.391 1.204 -2.569  0.296
H26 -3.568 0.023 -1.575  0.269
H27 2.903 2.910 -0.424  0.286
H28 4.252 3.372 -0.165  0.284
O1 -1.025 -0.344 0.212  -0.117
O2 1.984 1.794 1.725  -0.540
O3 3.652 -3.129 -1.728  -0.605
O4 1.178 -2.804 0.588  -0.586
O5 0.690 4.148 -1.252  -0.570
O6 -5.834 -0.993 -0.615  -0.613
O7 -2.130 2.524 -0.185  -0.546
O8 -3.268 0.325 2.670  -0.610
O9 1.138 -1.261 -2.074  -0.589
O10 -1.041 -3.260 0.412  -0.666
O11 3.654 -0.913 1.165  -0.556
O12 0.377 0.218 2.158  -0.612
O13 -3.294 0.238 -2.425  -0.592
O14 3.795 2.896 -0.800  -0.597

The value obtained for the LUMO energy is -0.18 eV. As for the HOMO energy: -10.55 eV. The HOMO-LUMO gap is 10.37 eV.

---

x) This record from the Open Molecules 2025 dataset describes 14 unconnected molecules or ions with the total composition H28O14. The level of theory is ωB97M-V with the def2-TZVPD basis set.

Each line ends with the Mulliken charge.
Atoms and positions in Å:
O1 0.021 -2.268 -0.966  -0.734
H1 0.955 -2.465 -1.041  0.273
H2 -0.287 -2.852 -0.268  0.326
O2 -2.232 1.262 2.154  -0.653
H3 -3.036 1.746 1.939  0.299
H4 -1.885 0.875 1.363  0.293
O3 1.234 0.747 -2.680  -0.732
H5 1.795 0.431 -1.987  0.409
H6 1.294 1.719 -2.587  0.308
O4 -2.544 2.218 -0.769  -0.613
H7 -2.908 2.880 -1.374  0.307
H8 -2.151 1.584 -1.447  0.387
O5 -1.458 0.383 -2.550  -0.694
H9 -1.599 0.989 -3.268  0.245
H10 -0.504 0.314 -2.368  0.384
O6 -0.510 0.026 0.380  -0.049
H11 0.299 0.344 0.813  0.409
H12 -0.279 -0.624 -0.308  0.010
O7 1.832 -0.506 4.209  -0.670
H13 2.704 -0.146 4.408  0.290
H14 1.457 -0.006 3.477  0.389
O8 3.081 -1.645 1.606  -0.661
H15 2.871 -1.012 0.952  0.361
H16 2.587 -1.431 2.356  0.437
O9 -0.280 -1.772 2.706  -0.647
H17 -0.274 -1.215 1.948  0.291
H18 -0.780 -1.252 3.311  0.339
O10 2.774 -0.045 -0.565  -0.846
H19 3.053 0.861 -0.295  0.328
H20 3.523 -0.604 -0.795  0.306
O11 -3.367 -1.125 -1.166  -0.637
H21 -3.788 -1.363 -1.981  0.281
H22 -2.599 -0.587 -1.331  0.335
O12 -0.203 3.490 0.097  -0.605
H23 0.185 3.690 -0.719  0.266
H24 -0.849 2.875 -0.153  0.329
O13 1.321 0.990 1.877  -0.598
H25 2.233 1.204 1.696  0.183
H26 0.966 1.856 2.107  0.281
O14 -1.237 -3.377 -2.958  -0.643
H27 -0.506 -3.412 -3.533  0.272
H28 -0.909 -2.778 -2.291  0.445

The value obtained for the LUMO energy is -0.93 eV. As for the HOMO energy: -10.45 eV. The HOMO-LUMO gap is 9.52 eV.

---

Most stable structure: x)